The following is a DFT calculation (ωB97M-V with the def2-TZVPD basis set) of a molecular structure, C31H29AsF12N5O9SW.

Calculated values
Frontier orbital gap (alpha / beta)   6.0 / 6.0 eV
Energy relative to the best compared isomer or geometry (same formula, charge and spin)   0.00 kcal per mole
Charge   +1
E_HOMO (alpha / beta)   -10.97 / -10.97 eV
Calculated total energy   -164602.132 eV

CARTESIAN COORDINATES (ANGSTROEM)
W 0.57 -0.34 0.75
C -5.40 -0.17 -0.20
C -4.02 0.25 0.18
C -3.24 1.04 -0.67
C -1.98 1.43 -0.30
C -1.42 1.00 0.93
N -0.15 1.39 1.40
C 0.41 2.66 1.15
C -0.44 3.76 1.01
C 0.08 5.02 0.81
C 1.45 5.24 0.76
C 2.03 6.61 0.55
C 2.28 4.14 0.92
C 1.79 2.85 1.11
C 2.75 1.71 1.41
O 2.18 0.43 1.43
C 3.32 1.91 2.85
F 2.36 2.30 3.69
F 3.84 0.78 3.34
F 4.27 2.85 2.85
C 3.93 1.55 0.40
F 4.61 2.66 0.16
F 4.79 0.63 0.87
F 3.46 1.09 -0.76
C -2.21 0.18 1.78
C -3.48 -0.17 1.41
C -1.46 -0.41 2.96
O -0.27 -0.94 2.46
C -2.17 -1.62 3.61
F -1.41 -2.17 4.55
F -2.38 -2.57 2.66
F -3.36 -1.32 4.13
C -1.16 0.68 4.07
F 0.15 0.77 4.29
F -1.62 1.88 3.71
F -1.75 0.37 5.24
H -5.77 0.39 -1.06
H -6.09 -0.03 0.63
H -5.41 -1.23 -0.46
H -3.63 1.36 -1.62
H -1.42 2.07 -0.95
H -1.51 3.62 1.09
H -0.60 5.86 0.71
H 1.26 7.38 0.64
H 2.48 6.69 -0.44
H 2.81 6.82 1.28
H 3.35 4.31 0.93
H -4.10 -0.79 2.05
O 1.46 2.70 -2.40
As 0.71 1.12 -2.56
O -0.77 1.26 -3.18
O 0.67 0.67 -0.86
C 2.24 0.20 -3.30
C 3.12 0.94 -4.08
C 4.25 0.32 -4.60
C 4.51 -1.01 -4.34
C 3.63 -1.76 -3.56
C 2.51 -1.14 -3.05
S 1.34 -2.04 -2.09
O 1.57 -3.45 -2.19
O 0.06 -1.54 -2.53
O 1.66 -1.58 -0.66
H 0.79 3.39 -2.46
H 2.93 1.99 -4.27
H 4.94 0.90 -5.21
H 5.40 -1.48 -4.75
H 3.81 -2.80 -3.36
N 3.09 -2.33 1.51
N 1.74 -1.97 1.81
H 3.66 -1.53 1.78
H 3.15 -2.41 0.50
H 1.73 -1.67 2.78
H 1.18 -2.82 1.78
N -0.86 -1.83 0.08
C -1.43 -2.76 -0.29
N -2.09 -3.77 -0.75
C -2.03 -4.10 -2.19
C -3.46 -4.17 -2.70
O -4.23 -5.07 -1.92
C -4.33 -4.65 -0.58
C -2.97 -4.61 0.08
H -1.53 -5.06 -2.29
H -1.45 -3.33 -2.70
H -3.48 -4.54 -3.72
H -3.91 -3.17 -2.68
H -4.98 -5.36 -0.07
H -4.80 -3.65 -0.53
H -2.53 -5.61 0.11
H -3.02 -4.21 1.09